Entry 1:
C38H48Ge2N5O4S2TeTi | wB97M-V/def2-TZVPD

```
101
Properties=species:S:1:pos:R:3
Te 1.8339 -3.6544 1.2135
Ge 1.1690 0.0675 -3.7962
Ge -1.5780 1.4100 -1.6203
Ti 0.5293 -0.1083 1.1687
S -1.1533 0.1359 3.4906
S -2.6134 -2.8026 3.9841
O 4.0322 1.4225 -0.0005
O -2.5874 0.2202 3.2389
O -0.2411 1.0308 2.6536
O 1.9439 0.7028 0.3679
N 2.3504 -0.4634 2.6227
N -0.2864 -3.6128 3.0582
N 1.3133 0.5042 8.6989
N -4.5041 -6.4537 -1.0623
N -0.4704 -1.2677 2.9880
C -2.8082 -2.2126 0.2513
C -1.2841 -0.1982 6.2082
C -0.7248 -0.0782 7.4697
C -3.9228 1.2786 -3.5313
C 0.5392 6.5859 -2.4836
C 3.6013 0.0585 1.9930
C -3.6220 -3.3061 0.0144
C 3.2571 0.8104 0.7036
C 3.1875 -3.7196 -0.4057
C 0.7600 1.6247 6.6241
C 0.4364 0.6651 7.6014
C 0.0158 1.6924 -3.9866
C -1.1566 -4.6840 3.1053
C -2.9228 4.0105 -0.9044
C -2.4082 -4.4354 3.5465
C 1.5003 0.0112 -6.7824
C 2.9522 0.8109 -3.2502
C -0.7801 -0.9884 -0.0207
C -4.0178 -5.4047 -1.1332
C -0.5198 6.1832 -3.3290
C -2.1561 2.8467 -0.3424
C -0.9664 -2.4820 3.3011
C -1.5846 -2.0817 -0.4336
C -2.9321 0.4821 -2.6911
C -0.7857 0.5602 5.1537
C -1.2268 -3.0027 -1.4012
C 1.1981 5.6021 -1.7429
C 0.1261 1.6180 5.3828
C 2.6970 -5.0078 2.6184
C -3.3108 -4.1421 -1.0952
C -0.1180 3.8430 -2.7661
C -0.4130 2.4330 -2.8832
C -2.1203 -3.9942 -1.8225
C -0.7036 0.3323 -0.2342
C -0.8157 4.8340 -3.4711
C 3.9384 0.9534 -4.3726
C 1.3352 -0.8762 -5.6317
C 0.7710 4.2764 -1.7689
H -3.2514 -5.0864 3.5184
H -0.2375 1.9743 -5.0475
H -2.6879 2.2702 0.4185
H -2.0690 -0.9215 6.0969
H -4.8084 0.6667 -3.7643
H 0.5811 -1.6156 -5.7806
H -0.2917 -2.8436 -1.9625
H 3.8732 -2.8791 -0.2653
H 4.1723 -0.0048 -4.8484
H 3.6513 -4.7137 -0.5108
H -1.0476 6.9717 -3.8129
H 0.4987 0.2296 -7.2072
H 2.9102 -4.3784 3.5509
H 2.7375 1.7635 -2.7182
H -1.6266 4.5369 -4.1134
H 2.0200 -5.8296 2.9191
H 0.2696 2.3786 4.5940
H -1.1677 -0.6980 8.2698
H -1.9372 -4.7049 -2.6572
H 2.5839 -3.4763 -1.2981
H -3.4478 1.6939 -4.4169
H -3.7188 4.4253 -0.2326
H -3.5041 3.7945 -1.8297
H 2.0046 0.1359 3.3577
H -3.2410 -1.4391 0.9591
H 2.2962 -1.3923 -5.4087
H -4.2970 2.1793 -3.0211
H -2.3151 4.8907 -1.1470
H -2.3821 -0.2489 -3.4008
H 4.2104 0.7205 2.6266
H 1.9206 1.0541 -6.5876
H 4.3105 -0.7190 1.7709
H 2.2776 0.6237 8.4741
H -4.4358 -3.5699 0.6613
H 0.8087 7.6156 -2.3084
H 3.6289 1.6296 -5.1763
H 3.6265 -5.4315 2.2361
H 2.1306 -0.3797 -7.6001
H 1.9373 5.9215 -1.0135
H 2.3778 -1.4197 3.0073
H -1.2427 3.2068 0.1224
H 1.5717 2.3187 6.7929
H -0.7437 -5.6822 2.8786
H 1.2205 -0.4699 9.0757
H 4.8969 1.4128 -4.0137
H 3.2704 0.0863 -2.5247
H 1.3669 3.5629 -1.1765
H -3.4539 -0.1895 -1.9818
```

Computed properties:
Expectation value of S² ... 0.785
Highest occupied orbital energy (spin up / spin down) ... -6.736 / -7.529 eV
Energy ... -220930.4943 eV
Gap between HOMO and LUMO (spin up / spin down) ... 6.522 / 6.882 eV
Spin multiplicity ... 2


Entry 2:
C4H14O2S2 | wB97M-V/def2-TZVPD

```
22
Properties=species:S:1:pos:R:3
S 0.3559 -0.6142 -2.3170
S 1.9937 -0.7223 -1.1916
O -0.9570 0.9289 2.7572
O -0.7870 1.5935 -0.3508
C 2.0414 1.5077 0.5883
C -0.7190 -1.8928 -1.5816
C 1.8970 -0.0170 0.5071
C -1.8460 -1.4517 -0.5993
H -1.0954 1.6242 -1.2753
H 2.9023 1.7852 1.1770
H 2.3001 1.8574 -0.4556
H -1.4843 0.1286 2.8998
H 1.0712 1.9692 0.7541
H -2.0325 -0.3910 -0.4817
H -2.8193 -1.8976 -0.7822
H -0.7274 0.8711 1.8223
H 2.6842 -0.4462 1.1450
H -1.1308 -2.4753 -2.4309
H -1.5124 -1.9287 0.3224
H 0.9209 -0.3906 0.8091
H -0.9418 2.5607 -0.3310
H -0.1137 -2.5990 -0.9854
```

Computed properties:
SMILES string ... CCSSCC.O.O
Highest occupied orbital energy ... -8.471 eV
Energy ... -30139.6639 eV
Gap between HOMO and LUMO ... 8.834 eV


Entry 3:
C3H7NSi | wB97M-V/def2-TZVPD

```
12
Properties=species:S:1:pos:R:3
Si 0.7706 0.0651 -0.4317
N 3.7256 -0.1697 -0.0090
C 2.6139 -0.0163 -0.1329
C -0.0643 1.5230 0.3171
C -0.1835 -1.4975 0.1634
H 0.3259 -1.9941 1.0385
H -1.1241 1.4225 0.0512
H -0.2345 1.4441 1.4687
H 0.4433 2.4437 0.1489
H -1.1462 -1.1244 0.3870
H 0.6669 0.6398 -1.9065
H -0.2722 -2.4136 -0.5517
```

Computed properties:
SMILES string ... C[SiH](C)C#N
Highest occupied orbital energy ... -11.133 eV
Energy ... -12591.7188 eV
Gap between HOMO and LUMO ... 11.879 eV